{"formula": "C4H5FN2S", "method": "ωB97M-V/def2-TZVPD", "smiles": "FCc1cnc(S)[nH]1", "spin_multiplicity": 1, "relative_energy_kj_mol": 127.2, "lumo_energy_ev": 0.5, "homo_ev": -8.36, "total_energy_ha": -762.94064, "gap_ev": 8.826, "symbols": ["F", "C", "C", "C", "N", "C", "S", "N", "H", "H", "H", "H", "H"], "xyz": [[2.4607, -1.3525, -0.3193], [2.5839, -0.0309, 0.1130], [1.1162, 0.3955, 0.1696], [0.6198, 1.6907, -0.0652], [-0.8542, 1.5473, -0.0501], [-1.0487, 0.2366, 0.0312], [-2.5758, -0.5637, -0.0908], [0.0267, -0.4773, 0.3055], [3.1752, 0.6988, -0.4743], [3.1212, 0.0100, 1.1256], [1.1039, 2.6154, -0.4438], [-2.2294, -1.8164, 0.4545], [0.0590, -1.5573, 0.3852]], "atomic_forces_ev_per_a": [[1.394, 0.143, -0.341], [-1.311, 0.493, 2.172], [1.005, 2.607, -0.363], [-2.461, -2.940, 0.059], [2.027, -0.790, -0.949], [-0.833, 2.080, 1.019], [-0.981, -1.194, 0.338], [2.878, -2.308, -0.144], [-0.397, -0.987, -0.572], [-0.941, -0.595, -1.149], [-0.431, -0.916, 0.797], [-0.148, 1.498, -0.529], [0.199, 2.909, -0.336]]}